Record 1
2 unconnected molecules or ions with the total composition C24H54ClN4O3P2 at a distorted geometry, computed with ωB97M-V/def2-TZVPD.

Strongest force on any atom   8.20 eV/A
LUMO (spin up / spin down)   -0.36 / -0.36 eV
Energy   -68962.6136 eV
Kohn-Sham gap (spin up / spin down)   7.825 / 7.820 eV
<S²>   0.75
Multiplicity   2

XYZ file:
```
88
Properties=species:S:1:pos:R:3:lowdin_spin:R:1
C 7.73066 -2.85576 0.76015 0.00
C 8.25403 -1.81032 -0.29651 0.00
C 7.28089 -0.55797 -0.43259 0.00
C 6.57751 -0.51703 -1.86193 0.00
C 5.80206 -1.87597 -2.19137 0.00
C 4.27207 -1.52260 -2.25766 0.00
C 3.32257 -2.75581 -2.50444 0.00
C 1.82444 -2.23249 -2.60288 0.00
C 0.91595 -2.65287 -1.38530 0.01
C -0.59718 -2.92455 -1.77014 0.00
P -0.54033 -4.38357 -3.00683 0.00
O -2.11684 -5.00985 -3.16723 0.00
Cl 0.67848 -5.89926 -2.12075 0.00
C -1.46391 -3.42983 -0.54453 0.02
C -2.08353 -2.30349 0.37341 0.03
C -3.51631 -2.77185 0.90364 0.00
C -1.17808 -2.23867 1.68790 0.00
N -2.09194 -0.94326 -0.22434 0.35
O -0.99467 -0.32451 0.10583 0.55
C -2.33764 -0.93969 -1.67960 0.03
C -2.29086 0.57859 -2.16043 0.00
C -3.75249 -1.47832 -2.11493 0.00
C -1.24714 -1.70145 -2.53689 0.02
H 7.47822 -2.36313 1.72951 0.00
H 6.81137 -3.39482 0.42006 0.00
H 8.53707 -3.63232 0.87420 0.00
H 9.25153 -1.44014 0.04648 0.00
H 8.38082 -2.23204 -1.32325 0.00
H 6.44173 -0.62081 0.31461 0.00
H 7.80596 0.42130 -0.31487 0.00
H 5.82280 0.31396 -1.80289 0.00
H 7.29773 -0.22812 -2.66806 0.00
H 5.93617 -2.63077 -1.36993 0.00
H 6.23231 -2.24996 -3.14967 0.00
H 4.11645 -0.80523 -3.10106 0.00
H 3.96878 -1.00888 -1.30425 0.00
H 3.60788 -3.17059 -3.51308 0.00
H 3.45421 -3.58925 -1.77251 0.00
H 1.89121 -1.11013 -2.61048 0.00
H 1.43511 -2.53003 -3.60519 0.00
H 0.90498 -1.77577 -0.67654 0.00
H 1.34220 -3.51005 -0.79727 0.00
H -2.07069 -5.91885 -2.82206 0.00
H -0.78089 -4.06502 0.08755 0.00
H -2.29679 -4.10631 -0.86501 0.00
H -3.70514 -3.85403 0.70896 0.00
H -4.31325 -2.10859 0.47489 0.00
H -3.54920 -2.61628 2.00941 0.00
H -1.43293 -3.18537 2.24852 0.00
H -0.08870 -2.28112 1.46616 0.00
H -1.47604 -1.40251 2.36401 0.00
H -2.38055 0.52639 -3.28295 0.00
H -1.31099 1.06461 -1.95251 0.00
H -3.15427 1.16799 -1.76301 0.00
H -3.78355 -2.58459 -1.96581 0.00
H -3.96224 -1.21665 -3.18632 0.00
H -4.53959 -0.93733 -1.52042 0.00
H -1.79260 -2.13062 -3.42738 0.00
H -0.51069 -0.95216 -2.91149 0.00
O -4.91789 3.39855 3.08020 0.00
P -3.72982 3.94908 2.28027 0.00
N -2.65833 2.62978 2.65970 0.00
C -1.20749 2.65979 2.71670 0.00
C -3.07871 1.33348 2.12685 0.00
N -3.44526 5.26856 3.38055 0.00
C -2.22825 5.41512 4.15745 0.00
C -4.57142 5.67477 4.22403 0.00
N -2.53772 4.65101 1.16630 0.00
C -2.69146 6.09909 0.88358 0.00
C -2.62630 4.00112 -0.16696 0.00
H -0.73664 2.74440 1.72726 0.00
H -0.83049 1.73460 3.16568 0.00
H -0.81203 3.44762 3.34794 0.00
H -2.79059 1.21030 1.07672 0.00
H -4.15972 1.20066 2.19258 0.00
H -2.63055 0.51144 2.69246 0.00
H -2.10981 4.61339 4.89402 0.00
H -2.22309 6.36852 4.69433 0.00
H -1.34614 5.46525 3.51460 0.00
H -4.70676 4.99477 5.07213 0.00
H -5.49728 5.70876 3.65199 0.00
H -4.41549 6.68301 4.61750 0.00
H -3.70665 6.34121 0.55745 0.00
H -1.99200 6.41017 0.10243 0.00
H -2.44988 6.72120 1.74130 0.00
H -3.62205 4.11404 -0.60299 0.00
H -2.40261 2.93474 -0.10989 0.00
H -1.89175 4.42326 -0.85506 0.00
```

=====

Record 2
A molecular structure, C29H26CoN3O8 at a distorted geometry, computed with ωB97M-V/def2-TZVPD.

Strongest force on any atom   1.70 eV/A
LUMO (spin up / spin down)   2.28 / 2.29 eV
Energy   -88975.3651 eV
Charge   -1
Kohn-Sham gap (spin up / spin down)   7.191 / 7.333 eV
<S²>   0.87
Multiplicity   2
ΔE to the lowest compared entry with this formula, charge and spin   0.0000 eV

XYZ file:
```
67
Properties=species:S:1:pos:R:3:lowdin_spin:R:1
Co 0.46391 -0.21337 0.40649 0.96
O -3.52038 -0.94143 3.72477 0.00
C -3.20930 0.33369 4.00017 0.00
C -3.80079 0.90858 5.12904 0.00
C -3.55888 2.22818 5.45266 0.00
C -2.73603 3.01715 4.65224 0.00
C -2.13265 2.44259 3.54946 0.00
C -2.33877 1.10679 3.21311 0.00
C -1.56716 0.54549 2.06766 0.00
O -0.65583 1.21775 1.53419 0.03
N -1.98747 -0.66611 1.64613 0.00
N -1.18679 -1.08875 0.63827 -0.02
C -1.54458 -2.02048 -0.15999 -0.01
C -0.71257 -2.15807 -1.37050 0.00
C -0.92826 -3.12761 -2.33832 0.00
C -0.17445 -3.07520 -3.49950 0.00
C 0.76925 -2.07221 -3.65003 0.00
C 0.94320 -1.16675 -2.61338 0.00
N 0.21697 -1.20614 -1.50867 0.00
H -2.99556 -1.19589 2.92104 0.00
H -4.44481 0.28680 5.73732 0.00
H -4.00838 2.64688 6.34574 0.00
H -2.56213 4.05706 4.89606 0.00
H -1.46863 3.01553 2.91456 0.00
H -2.44593 -2.60137 0.00773 0.00
H -1.66698 -3.90139 -2.17722 0.00
H -0.31687 -3.81732 -4.27498 0.00
H 1.37529 -1.99854 -4.54238 0.00
H 1.68969 -0.38407 -2.66227 0.00
O 2.07375 -0.99588 4.20250 0.00
C 1.89092 -0.63937 3.03818 0.00
O 0.84259 -0.84405 2.34026 0.02
C 2.99694 0.18648 2.36067 0.00
C 2.39869 1.44843 1.73735 0.00
C 3.47891 2.48717 1.44985 0.00
C 4.20935 1.85151 0.24054 0.00
C 3.41000 0.56481 0.03635 0.00
O 2.06623 1.00357 0.38699 -0.01
C 3.71943 -0.46604 1.12462 0.00
C 3.22875 -1.84410 0.62850 0.00
O 4.02733 -2.78614 0.68974 0.00
O 2.07836 -1.83486 0.09663 0.03
H 3.71708 0.43830 3.13747 0.00
H 1.50335 1.82103 2.22349 0.00
H 3.03466 3.44754 1.18614 0.00
H 4.12882 2.63079 2.31213 0.00
H 4.15715 2.49352 -0.63980 0.00
H 5.25640 1.62966 0.44456 0.00
H 3.42180 0.16474 -0.97351 0.00
H 4.78877 -0.56343 1.30593 0.00
C -0.76550 3.91479 -1.83886 0.00
C -1.25993 2.61088 -1.25883 0.00
O -0.60786 1.59703 -1.35902 0.00
C -2.57858 2.60735 -0.53576 0.00
C -3.23120 1.39726 -0.34966 0.00
C -4.41272 1.34838 0.37351 0.00
C -4.94434 2.51312 0.90918 0.00
C -4.30647 3.73030 0.70843 0.00
C -3.12750 3.77743 -0.02104 0.00
H 0.08952 3.70445 -2.47690 0.00
H -0.44917 4.58476 -1.03653 0.00
H -1.54883 4.41651 -2.40764 0.00
H -2.80148 0.50131 -0.77564 0.00
H -4.90303 0.39758 0.53667 0.00
H -5.85665 2.47236 1.49088 0.00
H -4.72045 4.63850 1.12730 0.00
H -2.62735 4.72662 -0.16769 0.00
```

=====

Record 3
A molecular structure, C2H2FGaLiO2 at a distorted geometry, computed with ωB97M-V/def2-TZVPD.

Strongest force on any atom   6.59 eV/A
LUMO (spin up / spin down)   -12.99 / -13.29 eV
Energy   -61475.9952 eV
Charge   +2
Kohn-Sham gap (spin up / spin down)   6.484 / 6.244 eV
<S²>   0.77
Multiplicity   2

XYZ file:
```
9
Properties=species:S:1:pos:R:3:lowdin_spin:R:1
H -0.96663 -1.18750 0.79989 0.18
O 0.08343 -1.02648 -1.43247 0.32
C -0.09118 -1.11346 -0.19029 0.18
C -0.27799 0.20556 0.53996 0.19
O 0.33743 1.19259 0.00352 0.05
Li 0.64762 0.66188 -2.00166 0.00
Ga 0.67428 2.77202 0.74635 -0.01
F 0.81285 -1.97128 0.47675 0.08
H -1.21981 0.46667 1.05795 0.01
```